Arrangement w

Computed, not measured: H22O11 as an isolated structure, with ωB97M-V/def2-TZVPD.

Summary:
HOMO-LUMO gap   9.329 eV
E_HOMO   -9.10 eV
Net charge   0

Cartesian coordinates (Å):
H (0.080, -0.856, -0.889)
H (1.009, 0.204, -1.457)
H (2.751, -2.108, 0.612)
H (1.484, -2.907, 0.874)
H (3.479, 1.904, 1.855)
H (4.238, 0.611, 2.103)
H (0.884, 3.429, 1.859)
H (0.182, 3.023, 0.574)
H (1.296, -1.538, 3.765)
H (0.866, -0.740, 2.545)
H (-1.885, -4.424, -2.606)
H (-0.623, -3.637, -2.919)
H (0.523, -4.129, 2.417)
H (1.103, -3.193, 3.465)
H (-2.194, 3.110, 1.975)
H (-2.341, 2.557, 0.567)
H (-3.944, -2.020, -2.421)
H (-3.156, -2.691, -1.307)
H (-0.861, 0.585, -4.177)
H (-0.594, 2.055, -4.457)
H (-0.715, 5.737, -1.329)
H (-0.582, 4.475, -0.493)
O (0.190, 0.099, -0.960)
O (1.907, -2.347, 0.212)
O (3.794, 1.110, 1.408)
O (0.995, 3.424, 0.902)
O (0.938, -1.642, 2.876)
O (-1.451, -3.582, -2.428)
O (0.396, -3.260, 2.813)
O (-2.452, 2.316, 1.493)
O (-3.378, -1.824, -1.666)
O (-1.061, 1.470, -3.850)
O (-0.879, 4.788, -1.355)

Here are the Mulliken charges for atoms 1 to 5, given in e: number 1, H, carries 0.27; number 2, H, carries 0.30; number 3, H, carries 0.29; number 4, H, carries 0.31; number 5, H, carries 0.29

Arrangement x

Computed, not measured: a 11-piece molecular cluster, H22O11 overall, with ωB97M-V/def2-TZVPD.

Summary:
HOMO-LUMO gap   8.596 eV
E_HOMO   -8.56 eV
Net charge   0
Structure (SMILES)   O.O.O.O.O.O.O.O.O.O.O

Cartesian coordinates (Å):
H (-0.549, 1.035, 0.865)
H (-0.291, -0.451, 1.058)
H (2.333, -0.472, 0.139)
H (3.792, -0.867, -0.021)
H (1.837, -1.461, -2.853)
H (2.336, -0.677, -4.056)
H (-3.685, 1.467, 2.114)
H (-5.005, 0.727, 2.257)
H (1.117, -3.871, 3.397)
H (1.949, -2.858, 4.166)
H (0.625, -3.340, -2.728)
H (-0.314, -3.133, -1.551)
H (0.269, 3.393, -0.139)
H (-0.903, 2.968, -1.009)
H (-2.052, -1.618, -0.247)
H (-2.214, -0.107, -0.272)
H (2.381, 0.725, 2.598)
H (1.938, 2.175, 2.494)
H (1.485, 5.585, -1.099)
H (1.436, 4.566, 0.027)
H (-3.892, -0.991, -0.189)
H (-4.295, -0.714, -1.628)
O (-0.133, 0.275, 0.443)
O (2.929, -1.225, 0.219)
O (2.462, -0.772, -3.105)
O (-4.514, 1.297, 1.654)
O (2.007, -3.505, 3.453)
O (-0.195, -2.898, -2.478)
O (-0.390, 2.697, -0.239)
O (-1.688, -0.821, -0.648)
O (1.818, 1.313, 2.081)
O (1.941, 4.808, -0.757)
O (-4.026, -1.427, -1.038)

Here are the Mulliken charges for atoms 1 to 5, given in e: number 1, H, carries 0.29; number 2, H, carries 0.29; number 3, H, carries 0.28; number 4, H, carries 0.30; number 5, H, carries 0.33

Verdict on stability: arrangement x comes out on top.

Arrangement w

Computed, not measured: a 11-piece molecular cluster, H22O11 overall, with ωB97M-V/def2-TZVPD.

Summary:
HOMO-LUMO gap   9.417 eV
E_HOMO   -9.84 eV
Net charge   0
Structure (SMILES)   O.O.O.O.O.O.O.O.O.O.O

Cartesian coordinates (Å):
O (3.078, -0.997, 2.433)
H (2.276, -0.486, 2.321)
H (2.773, -1.876, 2.660)
O (1.770, 1.559, 0.813)
H (1.688, 2.492, 1.009)
H (1.196, 1.129, 1.447)
O (1.317, -0.881, -3.117)
H (1.897, -1.632, -2.988)
H (1.718, -0.178, -2.605)
O (-0.022, -0.204, -0.289)
H (0.858, 0.167, -0.223)
H (-0.598, 0.557, -0.366)
O (-1.893, 1.900, 0.052)
H (-2.000, 2.818, 0.302)
H (-2.095, 1.410, 0.849)
O (2.814, 0.494, -1.389)
H (2.514, 0.973, -0.617)
H (3.441, -0.143, -1.048)
O (0.222, 0.072, 2.577)
H (-0.458, -0.536, 2.285)
H (0.090, 0.143, 3.522)
O (-2.031, -2.150, 2.020)
H (-1.447, -2.311, 1.279)
H (-2.352, -3.018, 2.266)
O (-3.202, 0.013, -1.545)
H (-4.024, 0.013, -1.055)
H (-2.641, 0.628, -1.073)
O (-0.633, 2.339, -2.784)
H (-1.108, 2.496, -1.968)
H (-0.906, 3.052, -3.362)
O (-0.661, -2.910, -0.230)
H (-1.247, -2.921, -0.987)
H (-0.334, -2.012, -0.191)

Here are the Mulliken charges for atoms 1 to 5, given in e: number 1, O, carries -0.65; number 2, H, carries 0.37; number 3, H, carries 0.30; number 4, O, carries -0.62; number 5, H, carries 0.25

Arrangement x

Computed, not measured: a 11-piece molecular cluster, H22O11 overall, with ωB97M-V/def2-TZVPD.

Summary:
HOMO-LUMO gap   8.942 eV
E_HOMO   -9.53 eV
Net charge   0
Structure (SMILES)   O.O.O.O.O.O.O.O.O.O.O

Cartesian coordinates (Å):
O (2.627, 0.437, 0.198)
H (1.733, 0.678, -0.110)
H (2.513, 0.724, 0.947)
O (-0.913, 0.065, -3.060)
H (-0.546, 0.931, -3.228)
H (-1.832, 0.410, -3.033)
O (-1.868, 0.519, 1.658)
H (-1.809, -0.311, 1.273)
H (-2.619, 0.946, 1.642)
O (-1.273, -2.462, -1.903)
H (-1.836, -2.203, -1.263)
H (-0.967, -3.262, -1.521)
O (-0.645, 1.373, 4.218)
H (-0.739, 0.630, 4.900)
H (-0.994, 1.123, 3.286)
O (1.603, -1.022, -2.904)
H (0.649, -1.168, -2.702)
H (1.747, -0.170, -3.283)
O (1.411, 3.034, -1.530)
H (1.476, 4.006, -1.346)
H (0.567, 2.652, -1.445)
O (-2.276, -1.898, 0.713)
H (-1.597, -2.376, 1.069)
H (-3.133, -2.325, 1.168)
O (-0.068, 0.349, -0.169)
H (-0.526, -0.394, -0.649)
H (-0.637, 0.431, 0.530)
O (1.606, 1.752, 2.350)
H (1.083, 2.339, 1.870)
H (1.037, 1.493, 3.079)
O (1.982, -2.399, -0.076)
H (2.774, -1.836, 0.146)
H (1.454, -2.069, -0.833)

Here are the Mulliken charges for atoms 1 to 5, given in e: number 1, O, carries -0.56; number 2, H, carries 0.31; number 3, H, carries 0.30; number 4, O, carries -0.57; number 5, H, carries 0.27

Arrangement y

Computed, not measured: a 11-piece molecular cluster, H22O11 overall, with ωB97M-V/def2-TZVPD.

Summary:
HOMO-LUMO gap   9.414 eV
E_HOMO   -9.78 eV
Net charge   0
Structure (SMILES)   O.O.O.O.O.O.O.O.O.O.O

Cartesian coordinates (Å):
O (2.719, -1.558, -1.897)
H (2.607, -1.368, -2.834)
H (2.969, -0.690, -1.652)
O (1.086, -3.093, -0.433)
H (1.577, -2.436, -0.911)
H (0.265, -2.669, -0.424)
O (-1.210, 2.392, -2.267)
H (-1.943, 2.946, -1.991)
H (-1.351, 1.531, -1.776)
O (2.149, 1.694, 3.048)
H (2.784, 1.491, 3.748)
H (2.424, 1.077, 2.362)
O (-1.434, -2.349, -0.121)
H (-2.298, -2.658, -0.275)
H (-1.423, -2.241, 0.827)
O (0.930, -1.268, 2.662)
H (0.993, -0.747, 1.839)
H (0.118, -1.789, 2.663)
O (0.690, -0.043, 0.247)
H (0.553, -0.071, -0.696)
H (-0.152, 0.205, 0.619)
O (0.261, 3.226, 0.721)
H (-0.359, 3.685, 0.156)
H (-0.196, 2.404, 0.897)
O (-1.481, 1.215, 1.548)
H (-2.011, 1.934, 1.211)
H (-1.524, 1.293, 2.485)
O (0.093, -0.726, -2.364)
H (0.661, -0.560, -3.133)
H (-0.759, -0.791, -2.754)
O (-2.251, 0.256, -0.791)
H (-2.707, 0.272, 0.042)
H (-1.781, -0.567, -0.757)

Here are the Mulliken charges for atoms 1 to 5, given in e: number 1, O, carries -0.62; number 2, H, carries 0.27; number 3, H, carries 0.32; number 4, O, carries -0.66; number 5, H, carries 0.43

Verdict on stability: arrangement w comes out on top.

Arrangement w

Computed, not measured: a 11-piece molecular cluster, H22O11 overall, with ωB97M-V/def2-TZVPD.

Summary:
HOMO-LUMO gap   10.439 eV
E_HOMO   -10.93 eV
Net charge   0
Structure (SMILES)   O.O.O.O.O.O.O.O.O.O.O

Cartesian coordinates (Å):
H (-0.116, -0.734, 0.382)
H (-1.465, -0.192, 0.169)
H (4.094, -2.242, -2.085)
H (3.274, -3.133, -1.212)
H (2.734, 2.086, -0.223)
H (2.951, 0.700, -0.299)
H (2.750, -1.235, 0.524)
H (3.267, -2.391, 1.455)
H (0.957, -0.030, 3.091)
H (-0.300, -0.667, 3.334)
H (0.578, -2.261, -2.819)
H (0.110, -1.688, -4.247)
H (0.615, 2.327, 1.873)
H (0.524, 3.801, 1.424)
H (-3.519, 1.534, 2.295)
H (-3.255, 0.708, 0.908)
H (-3.299, -0.585, -1.742)
H (-4.065, -0.974, -0.533)
H (1.346, 2.699, -2.657)
H (2.103, 3.854, -2.746)
H (-4.206, -1.633, 2.759)
H (-3.677, -0.513, 1.933)
O (-0.507, 0.161, 0.327)
O (3.186, -2.499, -1.961)
O (2.232, 1.227, -0.091)
O (2.592, -2.136, 0.748)
O (0.661, -0.912, 3.185)
O (0.890, -1.872, -3.704)
O (0.126, 3.170, 1.915)
O (-3.139, 1.587, 1.408)
O (-4.073, -1.089, -1.534)
O (1.949, 3.128, -3.291)
O (-4.092, -0.693, 2.800)

Here are the Mulliken charges for atoms 1 to 5, given in e: number 1, H, carries 0.31; number 2, H, carries 0.17; number 3, H, carries 0.27; number 4, H, carries 0.33; number 5, H, carries 0.31

Arrangement x

Computed, not measured: a 11-piece molecular cluster, H22O11 overall, with ωB97M-V/def2-TZVPD.

Summary:
HOMO-LUMO gap   10.249 eV
E_HOMO   -10.85 eV
Net charge   0
Structure (SMILES)   O.O.O.O.O.O.O.O.O.O.O

Cartesian coordinates (Å):
H (1.090, 1.573, -0.388)
H (0.995, 0.476, 0.674)
H (1.498, -1.412, -0.934)
H (0.218, -0.846, -0.941)
H (4.300, 3.650, 1.333)
H (5.663, 4.193, 0.889)
H (-0.880, -0.031, -2.965)
H (-2.136, -0.781, -2.481)
H (-1.105, 1.321, -1.692)
H (-0.999, 2.010, -0.413)
H (1.522, -2.153, 1.231)
H (0.568, -3.349, 1.002)
H (-2.031, -2.583, -0.525)
H (-2.959, -3.618, -0.050)
H (-2.972, -1.239, 0.362)
H (-2.131, -0.131, 0.563)
H (4.676, -2.057, -0.524)
H (5.705, -2.098, 0.466)
H (-3.578, -1.047, 2.536)
H (-2.207, -0.547, 2.571)
H (-2.005, 4.455, 0.211)
H (-3.270, 4.022, -0.464)
O (1.662, 0.878, 0.126)
O (0.646, -1.526, -1.399)
O (5.155, 3.386, 1.058)
O (-1.441, -0.267, -2.121)
O (-1.045, 2.267, -1.329)
O (0.947, -2.619, 0.625)
O (-2.884, -3.005, -0.675)
O (-2.918, -0.438, 0.854)
O (5.560, -2.550, -0.368)
O (-2.919, -0.733, 3.171)
O (-2.723, 4.799, -0.407)

Here are the Mulliken charges for atoms 1 to 5, given in e: number 1, H, carries 0.37; number 2, H, carries 0.29; number 3, H, carries 0.29; number 4, H, carries 0.24; number 5, H, carries 0.31

Verdict on stability: arrangement w comes out on top.

Arrangement w

Computed, not measured: an isolated ion of composition C5H11N4S and charge +1, with ωB97M-V/def2-TZVPD.

Summary:
HOMO-LUMO gap   9.102 eV
E_HOMO   -12.67 eV
Net charge   +1
Structure (SMILES)   C=C([NH3+])N[C@]1(N)N=CCS1

Cartesian coordinates (Å):
C (0.572, 0.788, 0.159)
C (2.468, -1.170, 0.177)
C (-1.970, -0.877, -1.854)
C (2.569, 0.043, -0.723)
C (-1.501, -0.153, -0.830)
N (1.757, 0.986, -0.615)
N (-0.440, 0.707, -0.988)
N (0.436, 1.844, 1.174)
N (-2.204, -0.026, 0.514)
S (0.798, -0.914, 0.949)
H (2.480, -2.055, -0.441)
H (3.236, -1.320, 1.002)
H (-2.845, -1.575, -1.796)
H (-1.480, -0.939, -2.875)
H (3.311, 0.012, -1.483)
H (-0.060, 1.006, -1.856)
H (-0.246, 1.796, 1.895)
H (0.636, 2.638, 0.541)
H (-2.655, -0.927, 0.698)
H (-2.894, 0.720, 0.621)
H (-1.295, 0.004, 1.159)

Here are the Mulliken charges for atoms 1 to 5, given in e: number 1, C, carries 0.18; number 2, C, carries -0.41; number 3, C, carries -1.08; number 4, C, carries -0.23; number 5, C, carries 0.56

Arrangement x

Computed, not measured: an isolated ion of composition C5H11N4S and charge +1, with ωB97M-V/def2-TZVPD.

Summary:
HOMO-LUMO gap (alpha / beta)   4.254 / 4.268 eV
E_HOMO (alpha / beta)   -11.36 / -11.37 eV
Net charge   +1

Cartesian coordinates (Å):
C (-0.084, -0.398, 1.333)
C (-1.263, -0.817, -0.800)
C (-0.881, 1.597, 0.181)
C (1.301, -1.060, -0.558)
C (-1.205, 0.075, 0.427)
N (1.279, -0.243, 0.663)
N (0.067, -1.155, -1.365)
N (0.481, 1.951, -0.077)
N (1.511, 1.150, 0.502)
S (0.092, -1.632, -2.887)
H (-0.101, 0.111, 2.258)
H (-0.098, -1.437, 1.465)
H (-1.911, -1.650, -0.532)
H (-1.888, -0.464, -1.583)
H (-1.307, 1.851, -0.862)
H (-1.382, 2.222, 1.023)
H (2.152, -0.654, -1.117)
H (1.375, -2.031, -0.217)
H (-2.100, 0.069, 0.994)
H (1.684, 1.371, 1.456)
H (2.278, 1.144, -0.305)

Here are the Mulliken charges for atoms 1 to 5, given in e: number 1, C, carries -1.31; number 2, C, carries -1.01; number 3, C, carries -0.55; number 4, C, carries -0.71; number 5, C, carries 0.30

Verdict on stability: arrangement w comes out on top.

Arrangement w

Computed, not measured: one molecule with the formula C3H9NS, with ωB97M-V/def2-TZVPD.

Summary:
HOMO-LUMO gap   9.558 eV
E_HOMO   -8.84 eV
Net charge   0
Structure (SMILES)   CNCCS

Cartesian coordinates (Å):
C (0.906, 1.734, 0.654)
N (-0.302, 1.142, 0.199)
C (-0.199, -0.143, -0.513)
C (-1.067, -1.319, -0.008)
S (-0.438, -2.789, -0.926)
H (1.567, 1.160, 1.333)
H (1.545, 2.226, -0.101)
H (0.667, 2.612, 1.287)
H (-0.915, 0.987, 0.994)
H (0.869, -0.371, -0.453)
H (-0.413, 0.044, -1.582)
H (-2.113, -1.050, -0.059)
H (-0.702, -1.452, 1.005)
H (0.594, -2.779, -1.829)

Here are the Mulliken charges for atoms 1 to 5, given in e: number 1, C, carries -0.95; number 2, N, carries -0.32; number 3, C, carries -0.80; number 4, C, carries -0.40; number 5, S, carries -0.32

Arrangement x

Computed, not measured: one molecule with the formula C3H9NS, with ωB97M-V/def2-TZVPD.

Summary:
HOMO-LUMO gap   10.076 eV
E_HOMO   -9.06 eV
Net charge   0
Structure (SMILES)   CNCCS

Cartesian coordinates (Å):
C (-2.451, 0.627, -1.516)
N (-1.595, 0.740, -0.324)
C (-0.412, -0.145, -0.446)
C (0.406, 0.043, 0.821)
S (2.078, -0.712, 0.678)
H (-2.411, -0.390, -1.913)
H (-2.099, 1.247, -2.313)
H (-3.486, 0.870, -1.299)
H (-1.172, 1.664, -0.357)
H (-0.734, -1.185, -0.503)
H (0.135, 0.087, -1.364)
H (0.619, 1.086, 1.022)
H (-0.123, -0.496, 1.599)
H (2.278, -0.893, 1.988)

Here are the Mulliken charges for atoms 1 to 5, given in e: number 1, C, carries -0.80; number 2, N, carries -0.43; number 3, C, carries -0.63; number 4, C, carries -0.50; number 5, S, carries -0.24

Verdict on stability: arrangement x comes out on top.

Arrangement w

Computed, not measured: a 2-piece molecular cluster, C3H9NS overall, with ωB97M-V/def2-TZVPD.

Summary:
HOMO-LUMO gap   9.288 eV
E_HOMO   -8.22 eV
Net charge   0
Structure (SMILES)   C=N.CSC

Cartesian coordinates (Å):
C (0.971, -4.093, 2.175)
N (0.712, -2.907, 2.564)
H (1.197, -4.161, 1.121)
H (1.075, -4.952, 2.805)
H (0.675, -2.867, 3.589)
C (-0.463, 3.136, -1.530)
S (-0.017, 1.381, -1.555)
C (-0.934, 0.618, -0.112)
H (-1.218, 3.442, -0.807)
H (0.427, 3.721, -1.143)
H (-0.672, 3.454, -2.551)
H (-1.995, 0.800, -0.263)
H (-0.559, 1.217, 0.727)
H (-0.620, -0.380, 0.178)

Here are the Mulliken charges for atoms 1 to 5, given in e: number 1, C, carries -0.27; number 2, N, carries -0.43; number 3, H, carries 0.24; number 4, H, carries 0.24; number 5, H, carries 0.22

Arrangement x

Computed, not measured: a 2-piece molecular cluster, C3H9NS overall, with ωB97M-V/def2-TZVPD.

Summary:
HOMO-LUMO gap   9.788 eV
E_HOMO   -9.00 eV
Net charge   0
Structure (SMILES)   C=N.CCS

Cartesian coordinates (Å):
C (-6.306, -1.408, -1.044)
N (-6.923, -0.479, -0.453)
H (-5.224, -1.529, -1.157)
H (-6.831, -2.272, -1.454)
H (1.576, 0.637, -0.392)
H (-6.216, 0.205, -0.165)
C (4.177, 1.179, 0.224)
C (3.473, 0.017, 0.926)
S (2.018, -0.555, 0.026)
H (4.249, 1.221, -0.854)
H (3.669, 2.046, 0.659)
H (5.172, 1.370, 0.644)
H (4.147, -0.795, 1.182)
H (3.021, 0.363, 1.857)

Here are the Mulliken charges for atoms 1 to 5, given in e: number 1, C, carries -0.22; number 2, N, carries -0.47; number 3, H, carries 0.20; number 4, H, carries 0.24; number 5, H, carries 0.11

Verdict on stability: arrangement x comes out on top.